C26H28ClN3O2 | ωB97M-V/def2-TZVPD

Geometry as XYZ:
```
60
Properties=species:S:1:pos:R:3:forces:R:3
O -4.225710 0.891701 -2.626735 -0.2 0.2 0.1
C -3.331483 0.066528 -2.616678 0.1 -0.2 -0.1
N -3.555850 -1.251556 -2.871139 0.1 -0.2 -0.1
C -4.895140 -1.775047 -2.976112 -0.3 0.1 0.1
C -5.464551 -2.178998 -1.601669 0.2 0.1 -0.3
C -4.579902 -3.200829 -0.951449 -0.1 0.0 0.1
C -3.508279 -2.805324 -0.157795 0.0 0.0 0.0
C -2.652283 -3.745015 0.388972 0.0 0.0 0.0
C -2.850220 -5.094836 0.155610 0.0 -0.1 0.0
C -3.918823 -5.487016 -0.633991 0.1 0.2 0.0
Cl -4.184621 -7.171023 -0.934270 0.0 -0.2 0.0
C -4.778032 -4.554953 -1.189844 0.1 0.0 0.1
C -1.915026 0.423392 -2.334447 0.2 0.3 0.1
C -1.673877 1.580555 -1.602208 -0.2 -0.2 -0.1
C -0.390886 1.977256 -1.279471 0.3 0.1 0.1
C 0.696981 1.220779 -1.708985 -0.2 -0.2 -0.1
O 2.001780 1.499677 -1.480799 0.0 -0.1 -0.1
C 2.377124 2.622392 -0.694074 0.3 0.1 0.4
C 2.222268 2.340997 0.802769 0.0 0.2 -0.2
C 2.795945 3.510770 1.614320 -0.2 -0.1 0.0
N 4.176723 3.821144 1.299631 0.2 0.1 0.1
C 5.125877 2.868850 1.852862 -0.1 0.1 -0.1
C 5.145148 2.951503 3.355542 0.0 0.2 0.0
C 5.175154 4.184428 4.002342 0.0 -0.1 0.1
C 5.201867 4.207469 5.384683 0.0 -0.1 -0.1
C 5.202932 3.003102 6.073966 0.0 0.0 0.0
C 5.170685 1.831006 5.336918 0.0 0.0 0.4
N 5.138454 1.801963 4.015144 0.0 -0.3 -0.4
C 4.336279 4.066762 -0.118250 0.0 -0.1 -0.2
C 3.844024 2.915784 -1.005628 -0.3 0.1 0.1
C 0.458748 0.069840 -2.468231 0.2 0.1 0.1
C -0.823770 -0.325792 -2.772874 -0.1 0.1 0.1
H -2.830207 -1.915469 -2.653168 0.0 0.1 0.0
H -4.881475 -2.638388 -3.646183 -0.1 0.1 0.0
H -5.515604 -0.985669 -3.405387 0.0 -0.2 0.0
H -5.524521 -1.283398 -0.982025 -0.1 0.0 0.0
H -6.469697 -2.576095 -1.744160 -0.1 0.0 0.0
H -3.347444 -1.754525 0.035707 0.0 0.1 0.0
H -1.823772 -3.426044 1.003207 0.1 0.0 0.1
H -2.189595 -5.833574 0.580584 0.0 -0.1 0.0
H -5.603316 -4.883312 -1.803080 -0.1 -0.1 -0.1
H -2.520865 2.169164 -1.282598 -0.1 0.0 0.0
H -0.254265 2.877499 -0.701498 0.1 0.1 0.1
H 1.773808 3.497788 -0.976757 0.0 -0.1 0.0
H 2.757453 1.420275 1.041924 0.0 -0.1 0.0
H 1.173130 2.192302 1.061858 0.0 0.0 0.0
H 2.725948 3.289507 2.681153 -0.1 0.1 0.0
H 2.206051 4.411682 1.412932 -0.1 0.0 0.1
H 6.119633 3.138990 1.480820 0.0 -0.1 -0.1
H 4.932936 1.823576 1.572669 0.1 0.1 0.1
H 5.167511 5.090245 3.417583 0.0 0.1 -0.1
H 5.223925 5.146628 5.919057 0.0 0.1 0.0
H 5.225710 2.975929 7.152267 0.0 0.0 0.1
H 5.166226 0.863025 5.821577 0.0 0.0 0.1
H 5.389450 4.271206 -0.322035 0.0 0.1 0.0
H 3.763724 4.970028 -0.356237 0.1 0.0 -0.1
H 4.430132 2.014878 -0.819979 0.0 -0.1 0.0
H 3.952307 3.178899 -2.058189 0.0 0.0 0.0
H 1.310971 -0.495431 -2.811629 0.1 -0.1 0.0
H -0.967344 -1.205727 -3.382935 0.0 -0.1 -0.1
```
Positions in Å, forces in eV/Å.

Values from the calculation:
SMILES = O=C(NCCc1cccc(Cl)c1)c1ccc(OC2CCN(Cc3ccccn3)CC2)cc1
net charge = 0
HOMO level = -8.6 eV